(1)
ORCA calculation (ωB97M-V with the def2-TZVPD basis set) on a molecular structure, C7H12N2.

Properties
Gap between HOMO and LUMO (alpha / beta) (eV): 7.9 / 7.9
Energy above the lowest of the compared OMol25 structures with the same formula, charge and spin (kcal per mole): 108.56
Max |F| (eV/Å): 2.67
HOMO (alpha / beta) (eV): -7.34 / -7.34
Total charge: 0
Energy (Eh): -383.2502

Last column: natural (NBO) charge in e.
Positions of all 21 atoms, in Å:
C -1.00238 -0.91172 0.67241  -0.07
H -0.50166 -1.49773 2.60836  0.26
H 1.67963 0.94662 1.90558  0.34
C -0.05186 0.77936 0.99534  0.08
C 1.87122 0.34907 -0.71883  -0.67
H 0.53824 2.24649 -2.16169  0.19
H -1.16985 -2.81773 1.62615  0.22
H -0.90209 1.46398 1.11809  0.17
H -0.20618 -0.93848 -2.41193  0.40
H 1.91511 -0.62881 -0.23874  0.23
N -1.04548 -1.16845 -1.88946  -0.78
H -1.89924 -0.87040 -2.34435  0.40
H 2.70282 0.93910 -0.32949  0.23
H 2.02040 0.23511 -1.79307  0.21
H -0.85154 2.50163 -0.98155  0.20
C -0.95775 -0.94760 -0.57877  0.29
H -2.22225 -1.51863 2.28870  0.23
C 0.04706 1.95780 -1.24119  -0.44
N 0.72771 0.60866 2.04306  -0.82
C 0.55719 1.02619 -0.42217  -0.02
C -1.24912 -1.75447 1.85354  -0.65

Forces on atoms 1 to 2 (eV/Å):
-0.1 -0.5 -2.6
0.1 0.0 0.0



(2)
ORCA calculation (ωB97M-V with the def2-TZVPD basis set) on 12 unconnected molecules or ions with the total composition C44H88O20.

Properties
Gap between HOMO and LUMO (eV): 9.5
SMILES: COC(=O)OC.COC(=O)OC.COC(=O)OC.COC(=O)OC.C1CCOC1.C1CCOC1.C1CCOC1.C1CCOC1.C1CCOC1.C1CCOC1.C1CCOC1.C1CCOC1
Energy above the lowest of the compared OMol25 structures with the same formula, charge and spin (kcal per mole): 218.61
Max |F| (eV/Å): 5.32
HOMO (eV): -9.02
Total charge: 0
Energy (Eh): -3233.7876

Last column: Löwdin charge in e.
Positions of all 152 atoms, in Å:
H -0.15647 -2.04411 2.35918  0.08
H 4.07493 -5.33794 -1.99807  0.12
C -0.13836 -6.52585 -2.69097  -0.56
H 4.24390 2.30876 -0.10842  0.11
H -2.56131 -1.73630 -1.62982  0.06
H 3.08326 6.34923 1.04746  0.11
H 6.41981 2.08171 -0.50104  0.11
O 0.28329 -5.24910 -2.49752  -0.04
H 1.16584 -8.59960 -4.08658  0.09
H 3.80038 -0.36127 0.28286  0.08
O 1.81816 4.73698 1.53441  -0.15
O -1.32163 -6.81431 -2.93924  0.07
H -0.14949 -9.28158 -3.17259  0.09
O 3.19613 -0.87192 4.71108  -0.14
H 1.50844 1.59944 -3.48241  0.10
H 3.71576 1.31354 -1.58505  0.12
C -3.36365 3.15328 -2.98489  -0.19
H 3.11564 -2.22408 0.50519  0.08
H -1.44277 -2.76291 3.33503  0.11
H 7.41423 0.09905 -1.36298  0.11
C -3.45998 -5.51521 -0.50721  -0.05
H -1.31988 2.89869 -2.13159  0.10
H 3.32348 -2.61931 6.93317  0.11
H -0.11592 -3.79002 2.58294  0.10
O -4.56625 4.50448 0.01540  0.14
H 2.23128 4.84267 4.53410  0.09
H -8.23021 5.61895 1.81527  0.10
H 1.24141 -1.26981 5.31821  0.11
C -0.61910 -4.13068 -2.70333  0.00
H -2.25124 -0.05111 -1.88770  0.07
H -0.65514 -1.39891 -4.54663  0.10
C 4.41691 1.45408 -0.76240  -0.18
H 1.63291 -1.46152 -2.72105  0.09
H -5.41279 1.08952 1.28015  0.10
H -4.15261 2.22879 1.62880  0.10
H 3.69504 4.68950 0.85220  0.10
H 4.13608 -4.23001 1.89273  0.12
O -1.70444 4.72649 -2.83607  -0.18
C 1.55859 3.83469 -0.62216  -0.18
C -7.82874 4.68696 1.41736  -0.02
C 0.95360 3.96542 0.72665  -0.23
C 1.08282 0.64794 -3.16370  -0.13
C 1.57780 2.77668 5.07053  -0.15
H -6.26910 -2.64723 -4.35345  0.11
H 3.05785 5.42585 6.69105  0.11
H 3.51057 -3.17406 -2.11616  0.11
H -4.33906 3.29370 -2.51912  0.10
H -3.14805 -0.66911 -0.50684  0.10
H -2.61049 3.37870 -4.94455  0.11
O -1.13214 0.94870 0.60971  0.06
H -0.14518 1.46798 -4.78561  0.10
H -6.84478 -2.55063 -2.65896  0.11
H 4.59994 -0.78618 7.58822  0.10
H 0.69567 4.41115 7.21750  0.11
C 4.69682 0.20273 0.02518  -0.22
H 0.87821 3.72963 -1.46723  0.10
C -2.02533 -4.33551 1.05211  -0.54
O -2.68834 -4.37972 -0.16286  -0.05
C -0.45752 -0.10060 0.30536  -0.51
H 1.71053 3.62529 8.25270  0.11
H -3.31209 2.06902 -3.08397  0.09
O -1.86804 -5.28148 1.84706  0.08
O -6.62644 5.01558 0.71538  0.03
H -1.07784 0.72244 -3.57062  0.08
H -3.86434 -5.91752 0.42163  0.10
C 0.05087 -0.66938 -4.94341  -0.20
C -0.77861 -2.92994 2.48703  -0.01
H -8.57973 4.24799 0.76054  0.10
H 2.19504 2.95016 -0.64758  0.08
H -2.92778 -6.26201 -1.09641  0.08
C 3.62316 -3.08488 0.06981  -0.15
C 3.54791 -4.34941 0.98284  -0.18
H -7.55946 4.07926 2.28124  0.10
H 2.25790 -0.17554 2.05599  0.09
H 3.69713 3.83922 6.94419  0.10
H 5.22536 -0.74679 5.42335  0.11
C 3.34863 -5.12279 -1.21430  -0.15
H 0.52831 3.08336 1.20541  0.10
H 1.96356 -3.45332 -1.31710  0.09
H -0.71209 -4.13106 -3.78936  0.10
C -0.13336 0.61711 -4.10444  -0.16
H 6.20651 0.06774 -2.64099  0.11
H -6.76221 -0.54751 -4.62564  0.12
C 3.04087 -3.59164 -1.22560  -0.16
O 5.50809 -0.64144 -0.75901  -0.13
H -7.72812 -0.46401 -3.20501  0.11
C 2.83694 4.36980 6.53595  -0.17
H -4.34613 -5.15615 -1.03057  0.09
H -5.63527 1.19253 -2.90719  0.11
C 6.34308 0.13485 -1.56166  -0.17
H -2.52622 3.96311 -1.19080  0.10
O 0.87096 -7.36612 -2.56519  0.00
H -2.04246 5.77472 -4.59448  0.12
C 0.79460 -8.74611 -3.07227  0.00
C 2.65674 3.98651 5.05762  -0.14
H -5.88524 0.04257 -1.59061  0.12
H -4.35142 -2.44127 -2.41380  0.10
H 0.65307 3.15786 4.63732  0.11
C -6.70272 -0.62086 -3.53974  -0.17
H 2.93078 -0.60176 -3.54852  0.11
C 1.37225 0.28188 1.61498  -0.06
H 2.20777 -2.66402 4.92539  0.12
H -4.16773 -2.18670 -4.16934  0.12
C -4.87238 1.93932 0.86313  -0.10
H 5.20333 0.29555 0.98588  0.14
C 4.22846 -0.31422 5.50811  -0.20
C 2.81799 -1.67104 6.75053  -0.16
O -4.45317 -0.48895 -3.10338  -0.18
H 3.43346 0.47713 7.40904  0.10
C -4.74188 -1.91360 -3.28398  -0.17
H 2.07570 -1.59873 7.54544  0.11
O -0.99950 -1.07961 -0.45236  -0.02
C 5.79393 1.59292 -1.24767  -0.19
O 3.94693 -5.34820 0.07036  -0.16
H 0.74763 0.57771 2.45786  0.10
H 3.61602 3.88770 4.54958  0.10
H -0.18212 -0.33794 -5.95533  0.12
H -1.54983 -4.34474 -2.17795  0.08
C 2.82494 5.33620 0.73901  -0.18
C 1.84870 -0.71858 -3.48889  -0.14
C 1.58246 3.77839 7.18113  -0.21
C -2.60571 5.20519 -3.85523  -0.17
O -1.49872 -3.19100 1.30738  0.01
H 1.49990 -9.41391 -2.57761  0.09
O 1.39632 -1.08349 -4.81831  -0.13
O -5.91321 2.84685 0.83124  -0.07
H 4.65333 -2.75639 -0.06786  0.10
C 2.25887 -1.65980 5.34614  -0.23
H 1.87093 1.79863 4.68894  0.10
H 2.52967 -4.63104 1.25113  0.11
H 1.54576 5.97314 -0.98297  0.11
H 0.08503 4.62136 0.66806  0.12
O 0.70129 -0.60191 0.77192  -0.02
C 2.27024 5.19712 -0.73596  -0.12
H 2.37154 -5.60384 -1.25880  0.09
H 3.06000 5.12551 -1.48379  0.11
C -6.26223 -2.05722 -3.43696  -0.18
H -4.25491 4.04623 -4.75956  0.11
C -5.64929 4.20866 0.44507  -0.53
O 1.34557 2.55919 6.46027  -0.17
H 0.89579 0.75733 -2.09545  0.09
H 1.64709 1.15559 1.02406  0.09
C 3.76219 -0.46457 6.96947  -0.14
H 4.48500 0.73309 5.34868  0.11
C -2.25865 -0.82281 -1.11793  -0.03
C -2.17230 3.57784 -2.14704  -0.18
H -3.30695 5.84883 -3.32411  0.12
H -4.24890 1.71473 -0.00228  0.08
C -3.29172 3.89874 -4.27107  -0.16
C -5.68257 0.13249 -2.65782  -0.16
H -0.18381 -3.14240 -2.55527  0.08
H 5.62897 2.34228 -2.02185  0.11

Forces on atoms 1 to 2 (eV/Å):
-0.4 -0.1 -0.4
-0.3 -0.6 0.2